{"formula": "C31H26BF10NP3PbS", "method": "ωB97M-V/def2-TZVPD", "energy_ev": -105875.536, "charge": -1, "fmax_ev_per_a": 0.2, "de_lowest_ev": 0.1687, "species": ["Pb", "C", "P", "C", "C", "C", "C", "C", "C", "C", "C", "C", "C", "C", "C", "C", "C", "C", "C", "C", "P", "C", "C", "C", "C", "C", "C", "C", "C", "C", "C", "C", "C", "N", "H", "H", "H", "H", "H", "H", "H", "H", "H", "H", "H", "H", "H", "H", "H", "H", "H", "H", "H", "H", "H", "H", "H", "H", "H", "H", "F", "B", "F", "F", "F", "F", "P", "F", "F", "F", "F", "F", "S", "C"], "positions_angstrom": [[1.169, 1.542, -0.553], [-1.016, -0.058, -2.731], [-0.055, -1.490, -2.172], [-1.229, -2.625, -1.415], [-1.666, -2.347, -0.120], [-2.630, -3.148, 0.468], [-3.163, -4.222, -0.231], [-2.737, -4.494, -1.524], [-1.773, -3.695, -2.120], [0.745, -2.293, -3.561], [1.299, -3.565, -3.402], [2.003, -4.142, -4.446], [2.161, -3.454, -5.643], [1.616, -2.189, -5.799], [0.909, -1.606, -4.760], [-1.782, 0.466, -1.560], [-3.143, 0.413, -1.365], [-3.373, 0.929, -0.069], [-2.140, 1.265, 0.452], [-1.861, 1.802, 1.817], [-1.046, 0.524, 2.893], [-1.298, 1.283, 4.552], [-0.280, 1.724, 5.392], [-0.569, 2.225, 6.655], [-1.879, 2.297, 7.100], [-2.905, 1.852, 6.275], [-2.613, 1.342, 5.020], [0.743, 0.850, 2.644], [1.610, -0.242, 2.669], [2.981, -0.067, 2.533], [3.505, 1.209, 2.376], [2.656, 2.306, 2.341], [1.282, 2.129, 2.471], [-1.151, 0.972, -0.448], [-1.704, -0.397, -3.507], [-0.333, 0.666, -3.181], [-1.270, -1.497, 0.425], [-2.968, -2.919, 1.471], [-3.916, -4.847, 0.231], [-3.156, -5.329, -2.071], [-1.443, -3.905, -3.130], [1.191, -4.089, -2.462], [2.438, -5.125, -4.322], [2.725, -3.902, -6.452], [1.766, -1.637, -6.717], [0.529, -0.601, -4.877], [-3.873, 0.046, -2.072], [-4.322, 1.056, 0.431], [-2.815, 2.019, 2.301], [-1.305, 2.741, 1.786], [0.751, 1.685, 5.061], [0.239, 2.568, 7.290], [-2.102, 2.694, 8.082], [-3.933, 1.897, 6.612], [-3.421, 0.979, 4.393], [1.201, -1.240, 2.772], [3.633, -0.930, 2.518], [4.572, 1.344, 2.250], [3.039, 3.302, 2.165], [0.641, 3.000, 2.400], [0.008, 3.898, -1.146], [0.411, 4.812, -0.113], [1.711, 4.427, 0.307], [-0.469, 4.659, 0.979], [0.403, 6.106, -0.594], [1.832, 0.874, -3.051], [3.500, 0.873, -3.352], [3.169, 0.895, -4.926], [3.451, 2.472, -3.296], [3.445, -0.736, -3.361], [3.714, 0.834, -1.738], [5.074, 0.873, -3.607], [2.065, -2.121, -0.314], [1.151, -0.939, -0.925]], "atomic_forces_ev_per_a": [[-0.1, -0.1, 0.2], [0.0, 0.0, 0.0], [0.0, 0.0, 0.0], [0.0, 0.0, 0.0], [0.0, 0.0, 0.0], [0.0, 0.0, 0.0], [0.0, 0.0, 0.0], [0.0, 0.0, 0.0], [0.0, 0.0, 0.0], [0.0, 0.0, 0.0], [0.0, 0.0, 0.0], [0.0, 0.0, 0.0], [0.0, 0.0, 0.0], [0.0, 0.0, 0.0], [0.0, 0.0, 0.0], [0.0, 0.0, 0.1], [0.0, 0.0, 0.0], [0.0, 0.0, 0.0], [0.0, 0.0, 0.0], [0.0, -0.1, 0.0], [0.0, 0.0, 0.0], [0.0, 0.0, 0.0], [0.0, 0.0, 0.0], [0.0, 0.0, 0.0], [0.0, 0.0, 0.0], [0.0, 0.0, 0.0], [0.0, 0.0, 0.0], [0.0, 0.0, 0.0], [0.0, 0.0, 0.0], [0.0, 0.0, 0.0], [0.0, 0.0, 0.0], [0.0, 0.0, 0.0], [0.0, 0.1, 0.0], [0.0, 0.0, -0.2], [0.0, 0.0, 0.0], [0.0, 0.0, 0.0], [0.0, 0.0, 0.0], [0.0, 0.0, 0.0], [0.0, 0.0, 0.0], [0.0, 0.0, 0.0], [0.0, 0.0, 0.0], [0.0, 0.0, 0.0], [0.0, 0.0, 0.0], [0.0, 0.0, 0.0], [0.0, 0.0, 0.0], [0.0, 0.0, 0.0], [0.0, 0.0, 0.0], [0.0, 0.0, 0.0], [0.0, 0.0, 0.0], [0.0, 0.0, 0.0], [0.0, 0.0, 0.0], [0.0, 0.0, 0.0], [0.0, 0.0, 0.0], [0.0, 0.0, 0.0], [0.0, 0.0, 0.0], [0.0, 0.0, 0.0], [0.0, 0.0, 0.0], [0.0, 0.0, 0.0], [0.0, 0.0, 0.0], [0.0, 0.0, 0.1], [0.0, 0.0, 0.1], [0.0, 0.0, 0.0], [0.0, 0.0, 0.0], [0.1, 0.0, 0.0], [0.0, 0.0, 0.0], [0.0, 0.0, 0.0], [0.0, 0.0, 0.0], [0.0, 0.0, 0.0], [0.0, 0.0, 0.0], [0.0, 0.0, 0.0], [0.1, 0.0, 0.0], [0.0, 0.0, 0.0], [0.0, 0.0, 0.0], [0.0, 0.0, 0.0]]}

---

{"formula": "C31H26Cl2F2N10O2PV", "method": "ωB97M-V/def2-TZVPD", "energy_ev": -117024.172, "charge": -1, "fmax_ev_per_a": 3.1, "spin_multiplicity": 4, "de_lowest_ev": 1.1175, "species": ["V", "Cl", "C", "C", "C", "N", "C", "O", "C", "C", "C", "C", "C", "N", "C", "C", "C", "Cl", "N", "C", "O", "C", "C", "C", "C", "C", "N", "H", "H", "H", "H", "H", "H", "H", "H", "H", "H", "C", "N", "C", "C", "N", "C", "P", "C", "N", "C", "C", "N", "C", "C", "N", "C", "C", "N", "C", "H", "H", "H", "H", "H", "H", "H", "H", "H", "H", "H", "H", "H", "H", "H", "F", "C", "F", "H"], "positions_angstrom": [[-0.679, -0.514, -0.451], [-0.891, 2.311, 5.935], [-1.344, 1.622, 4.396], [-0.998, 0.311, 4.128], [-1.258, -0.271, 2.876], [-0.728, -1.462, 2.460], [-0.384, -2.418, 3.308], [-0.704, -2.592, 4.499], [0.476, -3.496, 2.671], [0.193, -4.834, 2.943], [0.951, -5.815, 2.333], [2.000, -5.435, 1.506], [2.240, -4.081, 1.343], [1.498, -3.127, 1.898], [-1.982, 0.498, 1.928], [-2.358, 1.797, 2.237], [-2.019, 2.377, 3.451], [-2.435, 4.048, 3.740], [-2.209, -0.050, 0.656], [-3.418, 0.007, 0.095], [-4.497, 0.377, 0.575], [-3.326, -0.404, -1.346], [-4.447, -0.545, -2.142], [-4.297, -0.861, -3.481], [-3.003, -0.999, -3.976], [-1.932, -0.848, -3.123], [-2.066, -0.570, -1.813], [-0.485, -0.271, 4.879], [-0.620, -5.065, 3.616], [0.732, -6.864, 2.498], [2.610, -6.173, 1.001], [3.066, -3.734, 0.728], [-2.914, 2.373, 1.510], [-5.413, -0.410, -1.674], [-5.156, -1.002, -4.125], [-2.830, -1.247, -5.015], [-0.919, -0.966, -3.481], [0.559, 4.533, -2.979], [-0.273, 3.605, -2.243], [-1.639, 3.617, -2.165], [-1.992, 2.552, -1.386], [-0.870, 1.887, -0.988], [0.150, 2.532, -1.510], [1.885, 2.102, -1.226], [1.744, 1.604, 0.516], [1.303, 0.421, 0.905], [1.646, 0.303, 2.219], [2.285, 1.437, 2.632], [2.348, 2.264, 1.541], [2.957, 3.574, 1.493], [1.949, 0.416, -1.899], [1.046, -0.554, -1.819], [1.593, -1.638, -2.448], [2.836, -1.325, -2.912], [3.060, -0.020, -2.566], [4.283, 0.721, -2.786], [-0.080, 5.207, -3.544], [1.208, 3.997, -3.670], [1.180, 5.121, -2.303], [-2.230, 4.381, -2.640], [-2.979, 2.235, -1.089], [1.426, -0.596, 2.766], [2.632, 1.746, 3.604], [3.044, 3.963, 2.505], [2.338, 4.258, 0.915], [3.950, 3.530, 1.042], [1.057, -2.568, -2.533], [3.580, -1.913, -3.420], [4.986, 0.090, -3.324], [4.734, 1.017, -1.838], [4.093, 1.620, -3.372], [-0.778, -3.192, -1.732], [-0.936, -2.541, -0.443], [-2.245, -2.908, -0.099], [-0.300, -3.147, 0.217]], "atomic_forces_ev_per_a": [[2.9, 1.1, 0.1], [0.0, 0.0, 0.0], [-0.1, 0.0, -0.1], [0.0, 0.0, -0.1], [-0.2, 0.1, 0.2], [0.3, -0.2, -0.2], [-0.3, 0.1, -0.2], [0.1, 0.0, 0.2], [0.1, 0.0, 0.1], [0.0, 0.0, 0.0], [0.0, 0.0, 0.0], [0.0, 0.0, 0.0], [0.0, 0.0, 0.0], [0.0, 0.1, 0.1], [-0.2, -0.1, 0.4], [0.0, 0.0, -0.1], [0.0, 0.0, 0.0], [0.0, 0.0, 0.0], [-1.7, 0.6, 1.1], [0.2, 0.0, 0.5], [-0.1, 0.1, -0.2], [0.1, -0.1, -0.1], [-0.1, 0.0, 0.0], [0.2, 0.0, 0.1], [-0.2, 0.0, -0.1], [0.1, 0.0, 0.1], [-1.7, -0.1, -1.5], [0.0, 0.0, 0.0], [0.0, 0.0, 0.0], [0.0, 0.0, 0.0], [0.0, 0.0, 0.0], [0.0, 0.0, 0.0], [0.0, 0.0, 0.0], [0.0, 0.0, 0.0], [0.0, 0.0, 0.0], [0.0, 0.0, 0.0], [0.0, 0.0, 0.0], [0.1, 0.0, 0.0], [0.1, -0.1, 0.0], [0.0, 0.0, 0.1], [-0.1, 0.0, 0.0], [0.3, -0.1, 0.0], [0.0, 0.1, -0.2], [-0.2, 0.0, 0.3], [0.4, -0.1, -0.1], [-0.1, 0.0, 0.0], [0.1, 0.0, 0.1], [-0.1, 0.0, 0.0], [0.0, 0.0, 0.0], [0.1, 0.0, -0.1], [0.1, -0.1, -0.4], [0.4, 0.2, -0.1], [0.0, -0.2, -0.2], [0.1, 0.0, 0.1], [-0.1, 0.0, 0.1], [0.1, 0.1, 0.0], [0.0, 0.0, 0.0], [0.0, 0.0, 0.0], [0.0, 0.0, 0.0], [0.0, 0.0, 0.0], [0.0, 0.0, 0.0], [-0.1, 0.0, 0.0], [0.0, 0.0, 0.0], [0.0, 0.0, 0.0], [0.0, 0.0, 0.0], [0.0, 0.0, 0.0], [-0.1, 0.0, 0.1], [0.0, 0.0, 0.0], [0.0, 0.0, 0.0], [0.0, 0.0, 0.0], [0.0, 0.0, 0.0], [0.1, -0.1, -0.1], [0.0, -1.3, 0.3], [0.0, -0.1, -0.1], [-0.1, -0.1, -0.1]]}

---

{"formula": "C31H26Cl3IrN3P2", "method": "ωB97M-V/def2-TZVPD", "energy_ev": -95997.319, "charge": 3, "fmax_ev_per_a": 2.4, "de_lowest_ev": 1.2782, "species": ["Ir", "N", "P", "C", "C", "C", "C", "C", "C", "C", "C", "C", "C", "C", "C", "P", "C", "C", "C", "C", "C", "C", "C", "C", "C", "C", "C", "C", "H", "H", "H", "H", "H", "H", "H", "H", "H", "H", "H", "H", "H", "H", "H", "H", "H", "H", "H", "H", "H", "C", "C", "C", "N", "C", "C", "H", "H", "H", "H", "H", "Cl", "C", "Cl", "Cl", "C", "N"], "positions_angstrom": [[-1.182, 0.295, -0.372], [1.519, -0.038, 0.549], [0.132, -0.068, 1.478], [0.006, -1.669, 2.188], [0.772, -2.731, 1.696], [0.689, -3.965, 2.320], [-0.184, -4.151, 3.386], [-0.974, -3.105, 3.850], [-0.884, -1.858, 3.254], [0.352, 1.142, 2.738], [-0.332, 2.358, 2.754], [-0.048, 3.282, 3.745], [0.917, 2.989, 4.700], [1.593, 1.772, 4.682], [1.314, 0.829, 3.707], [1.043, 0.289, -1.004], [1.972, 1.677, -1.492], [2.241, 2.704, -0.565], [3.018, 3.774, -0.957], [3.489, 3.844, -2.268], [3.198, 2.847, -3.193], [2.422, 1.766, -2.822], [1.366, -1.083, -2.068], [2.557, -1.794, -1.899], [2.864, -2.820, -2.778], [1.995, -3.132, -3.818], [0.816, -2.416, -3.994], [0.492, -1.396, -3.112], [2.456, 0.105, 0.914], [1.451, -2.586, 0.864], [1.315, -4.781, 1.982], [-0.247, -5.120, 3.864], [-1.646, -3.258, 4.685], [-1.479, -1.035, 3.636], [-1.089, 2.583, 2.008], [-0.581, 4.223, 3.780], [1.142, 3.713, 5.473], [2.334, 1.551, 5.438], [1.825, -0.127, 3.712], [1.865, 2.652, 0.452], [3.257, 4.559, -0.252], [4.090, 4.692, -2.572], [3.578, 2.915, -4.203], [2.197, 0.986, -3.538], [3.252, -1.543, -1.104], [3.792, -3.365, -2.664], [2.240, -3.939, -4.495], [0.158, -2.646, -4.822], [-0.426, -0.834, -3.257], [-5.317, 2.730, -1.560], [-4.148, 3.412, -1.239], [-3.024, 2.689, -0.931], [-3.014, 1.332, -0.928], [-4.156, 0.676, -1.253], [-5.315, 1.342, -1.574], [-6.220, 3.278, -1.798], [-4.110, 4.493, -1.231], [-2.094, 3.191, -0.682], [-4.118, -0.405, -1.246], [-6.202, 0.780, -1.832], [-4.031, -3.922, -0.991], [-2.292, -4.006, -1.143], [-1.803, -4.397, -2.773], [-1.589, -5.091, 0.024], [-1.782, -2.622, -0.849], [-1.427, -1.568, -0.598]], "atomic_forces_ev_per_a": [[0.0, 2.3, 0.5], [1.0, 0.0, 0.4], [0.6, -0.8, -0.8], [-0.4, -0.2, 0.3], [0.0, 0.0, 0.1], [0.0, 0.0, 0.0], [0.0, 0.0, 0.0], [-0.1, 0.0, 0.0], [0.1, -0.1, 0.0], [-0.6, 0.3, 0.0], [0.1, -0.1, 0.0], [0.0, 0.1, 0.0], [0.0, 0.0, 0.0], [0.0, 0.0, 0.0], [-0.1, 0.2, 0.1], [-0.1, -1.3, 0.5], [-0.4, 0.7, -0.4], [0.0, -0.1, -0.1], [0.0, 0.0, 0.0], [0.0, 0.0, 0.0], [0.0, 0.0, -0.1], [0.0, 0.1, 0.2], [-0.1, -0.2, -0.4], [0.0, 0.0, -0.1], [0.0, 0.0, 0.0], [0.0, 0.0, 0.0], [0.0, 0.0, 0.0], [0.1, 0.0, -0.1], [0.0, 0.0, 0.0], [0.0, 0.0, 0.0], [0.0, 0.0, 0.0], [0.0, 0.0, 0.0], [0.0, 0.0, 0.0], [0.0, 0.0, 0.0], [0.0, 0.0, 0.0], [0.0, 0.0, 0.0], [0.0, 0.0, 0.0], [0.0, 0.0, 0.0], [0.0, 0.0, 0.0], [0.0, 0.0, 0.0], [0.0, 0.0, 0.0], [0.0, 0.0, 0.0], [0.0, 0.0, 0.0], [0.0, 0.0, 0.0], [0.0, 0.0, 0.0], [0.0, 0.0, 0.0], [0.0, 0.0, 0.0], [0.0, 0.0, 0.0], [0.0, 0.0, 0.0], [0.0, 0.0, 0.0], [-0.1, 0.1, 0.0], [0.1, -0.4, 0.0], [-0.4, -0.2, -0.3], [0.3, 0.2, 0.1], [-0.1, 0.1, 0.0], [0.0, 0.0, 0.0], [0.0, 0.0, 0.0], [0.0, 0.0, 0.0], [0.0, 0.0, 0.0], [0.0, 0.0, 0.0], [-0.4, 0.0, 0.0], [0.3, 0.7, 0.1], [0.1, -0.1, -0.3], [0.1, -0.2, 0.2], [-0.1, -0.9, 0.0], [-0.1, -0.3, -0.3]]}